(1)
{
  "formula": "C13H24N4O4S",
  "method": "ωB97M-V/def2-TZVPD",
  "symbols": ["N", "N", "N", "C", "H", "H", "H", "H", "H", "H", "C", "H", "C", "N", "C", "C", "H", "H", "H", "O", "O", "C", "H", "C", "O", "O", "S", "H", "H", "C", "H", "H", "H", "H", "H", "H", "C", "C", "H", "C", "H", "H", "C", "H", "C", "H"],
  "positions_angstrom": [[-1.12, -0.61, -1.31], [0.89, 6.44, -1.80], [1.05, 2.68, -1.96], [-3.87, -3.72, 0.73], [-4.61, -3.79, 1.52], [2.55, 3.43, 0.13], [0.27, 2.57, -2.61], [1.59, -2.38, 1.10], [-3.48, -4.71, 0.52], [-1.74, -3.22, -0.50], [1.85, 6.68, -0.86], [0.70, -5.66, 4.25], [0.69, -2.92, 0.80], [-1.72, -2.68, 0.35], [-1.05, 0.35, -2.41], [-0.48, -1.93, 0.66], [-0.60, -1.43, 1.62], [0.89, -3.40, -0.16], [0.19, 3.82, -0.41], [-0.35, 5.05, -2.96], [0.83, -0.14, -0.30], [-0.19, -0.81, -0.37], [1.69, 5.58, 0.97], [2.30, 4.22, -0.60], [-2.81, -2.26, 2.27], [2.25, 7.82, -0.76], [1.74, -5.19, 2.13], [-1.76, 0.09, -3.19], [3.35, 5.82, 0.42], [-2.75, -2.82, 1.19], [1.12, 1.86, -1.33], [-1.30, 1.35, -2.03], [-0.05, 0.36, -2.83], [3.06, 4.19, -1.39], [0.04, -6.68, 2.95], [1.64, -7.05, 3.65], [0.40, -4.00, 1.86], [2.33, 5.59, 0.09], [-0.48, -4.57, 1.55], [0.93, 3.95, -1.21], [-4.33, -3.31, -0.17], [0.68, 7.16, -2.47], [0.47, 5.17, -2.07], [-1.96, -1.16, -1.24], [0.95, -6.25, 3.37], [0.17, -3.51, 2.80]],
  "homo_ev": -8.7,
  "e_tot_ev": -38857.864,
  "e_lumo_ev": 0.3,
  "smiles": "CNC(=O)[C@H](CCSC)NC(C)=O.N[C@H]1CCC(=O)NC1=O",
  "orbital_gap_ev": 8.98,
  "mol_weight_g_mol": 332.43,
  "total_charge": 0,
  "largest_force_ev_per_a": 2.65
}

***

(2)
{
  "formula": "C13H25BF2IrN6O2PS2",
  "method": "ωB97M-V/def2-TZVPD",
  "symbols": ["S", "H", "H", "H", "H", "N", "C", "C", "H", "C", "C", "H", "H", "H", "C", "C", "H", "P", "F", "C", "N", "H", "C", "N", "C", "H", "C", "C", "H", "H", "H", "H", "F", "H", "H", "N", "B", "S", "C", "C", "H", "H", "H", "N", "H", "Ir", "H", "N", "H", "O", "H", "H", "O"],
  "positions_angstrom": [[-2.07, 1.34, 1.20], [1.20, 5.13, 2.81], [-0.22, 4.19, 2.65], [1.71, -4.26, -2.40], [-1.07, 3.40, -0.28], [2.67, 3.68, 1.34], [2.20, -4.51, -1.46], [1.35, 3.44, 1.63], [-2.87, 2.07, -3.73], [-2.29, 2.66, 3.96], [0.60, -3.22, -0.17], [-2.45, -1.89, -1.40], [-1.60, 3.17, -4.31], [1.22, -4.87, 1.87], [-1.58, 1.42, 3.91], [-1.79, 2.20, -3.86], [2.65, -5.49, -1.57], [-1.00, 2.08, -2.26], [1.30, -0.47, -1.87], [1.92, -4.87, 1.03], [-2.62, -1.39, -0.53], [2.71, -4.14, 1.23], [0.75, 2.40, -2.49], [-2.81, 3.69, 3.98], [-0.99, 0.89, 5.09], [-3.32, -0.67, -0.72], [-1.58, 3.44, -1.25], [0.09, -5.57, -0.57], [-1.41, 1.41, -4.51], [0.54, -6.56, -0.65], [-0.43, -5.35, -1.50], [-0.63, -5.59, 0.25], [2.20, 0.36, 0.01], [-1.34, 4.38, -1.75], [-2.65, 3.38, -1.10], [0.16, -2.17, -0.05], [1.13, -0.07, -0.61], [-0.45, -0.63, 2.45], [1.21, -4.55, -0.29], [-1.42, 0.79, 2.72], [-3.00, -2.03, 0.16], [3.00, -3.79, -1.28], [3.19, 2.88, 1.02], [0.70, 4.42, 2.31], [3.18, 4.41, 1.80], [-0.75, -0.29, 0.22], [2.37, -5.86, 0.95], [-0.48, 0.45, 6.03], [1.24, 2.43, -1.51], [0.78, 2.42, 1.25], [0.88, 3.37, -2.96], [1.20, 1.63, -3.12], [-1.30, 0.69, -1.69]],
  "homo_ev": [-10.9, -11.3],
  "e_tot_ev": -66832.076,
  "e_lumo_ev": [-2.8, -4.5],
  "multiplicity": 2,
  "orbital_gap_ev": [8.09, 6.81],
  "mol_weight_g_mol": 633.52,
  "total_charge": 1,
  "largest_force_ev_per_a": 0.99
}

***

(3)
{
  "formula": "C13H25BFN4O6S",
  "method": "ωB97M-V/def2-TZVPD",
  "symbols": ["O", "H", "H", "H", "H", "O", "H", "C", "H", "H", "O", "N", "H", "F", "H", "H", "O", "H", "C", "H", "H", "H", "H", "H", "H", "H", "C", "C", "C", "B", "N", "C", "C", "C", "C", "O", "H", "H", "N", "C", "H", "H", "H", "C", "O", "N", "S", "H", "C", "C", "H"],
  "positions_angstrom": [[0.52, 0.97, 7.38], [-2.06, -0.34, 0.14], [-3.23, -1.51, -2.50], [-1.71, 4.12, -2.38], [3.36, -3.17, -0.41], [2.27, -2.80, -2.38], [1.17, 0.77, 4.88], [-0.54, -0.20, -1.41], [-0.54, 2.83, -1.88], [2.55, 0.87, 7.05], [2.61, 2.24, 4.84], [0.81, -1.11, 0.55], [-4.16, -3.20, -1.03], [-3.92, -1.87, 0.49], [-1.71, -2.31, -1.97], [-0.84, 1.35, 1.12], [4.65, -2.56, -2.25], [0.52, 1.97, 2.24], [-2.00, -0.36, -0.97], [-1.59, 2.94, -4.48], [-2.32, 2.63, -1.56], [3.83, 0.02, -1.69], [0.47, -2.86, 1.66], [-0.09, 0.98, -5.58], [1.94, 2.46, 7.34], [-1.06, -2.17, 1.00], [1.49, 1.74, 5.30], [-1.79, 2.22, -3.64], [1.68, -0.26, -1.58], [-0.82, 0.93, -3.75], [1.28, 0.29, -2.70], [1.63, 1.48, 6.93], [0.02, -2.35, 0.78], [-3.33, -2.61, -0.56], [-2.58, -1.70, -1.61], [0.91, -0.46, 2.75], [0.84, 1.72, 0.50], [-2.85, 1.87, -3.77], [-0.11, 0.34, -2.61], [0.67, -0.14, 1.62], [0.20, -3.02, -0.09], [0.58, 2.36, 5.18], [-2.58, -3.36, -0.19], [3.10, -0.59, -1.10], [-0.66, 0.38, -5.07], [0.63, -0.57, -0.70], [3.39, -2.38, -1.54], [3.26, -0.44, -0.01], [0.25, 1.34, 1.37], [-1.56, 3.01, -2.29], [-2.56, 0.52, -1.40]],
  "homo_ev": -1.0,
  "e_tot_ev": -46352.882,
  "e_lumo_ev": 0.7,
  "orbital_gap_ev": 1.69,
  "mol_weight_g_mol": 395.24,
  "total_charge": -1,
  "largest_force_ev_per_a": 3.88
}

***

(4)
{
  "formula": "C13H25BN2O4",
  "method": "ωB97M-V/def2-TZVPD",
  "symbols": ["C", "C", "H", "H", "H", "H", "C", "H", "C", "O", "B", "C", "H", "H", "C", "C", "C", "H", "H", "H", "H", "H", "O", "O", "H", "H", "H", "H", "N", "H", "H", "C", "H", "H", "H", "H", "H", "O", "H", "C", "H", "N", "C", "C", "C"],
  "positions_angstrom": [[-2.39, -1.15, -1.75], [-1.95, -2.72, -3.64], [2.04, 2.44, 0.57], [4.71, 1.25, 3.54], [3.98, 1.36, 0.78], [3.26, 2.72, 4.36], [4.43, 1.96, 2.75], [2.90, 4.44, 1.87], [2.53, 3.60, 2.47], [0.47, -1.98, -2.26], [-0.42, -2.69, -1.42], [0.99, 1.66, 2.27], [-1.81, 1.45, 2.30], [-2.97, -0.20, -4.24], [2.19, 2.28, 1.69], [3.46, 1.37, 1.78], [-3.65, -0.89, -3.82], [4.40, 3.82, 3.69], [0.00, 1.21, 0.41], [1.54, 3.87, 2.89], [-2.35, -2.73, -0.30], [-4.39, -0.22, -3.30], [-3.09, -0.14, 0.83], [-0.32, -4.12, -1.21], [-4.24, -1.40, -4.58], [-3.17, -0.59, -1.21], [-0.96, 0.01, 2.83], [0.47, -4.66, -1.63], [-0.02, 1.15, 1.41], [-1.06, -2.11, -3.70], [-0.04, -1.15, 0.29], [-1.21, 0.61, 1.97], [3.31, 0.35, 2.15], [0.48, -0.98, -2.15], [-1.71, -3.73, -3.20], [-1.71, -0.44, -2.17], [-3.83, -2.52, -2.43], [0.92, 1.55, 3.51], [-2.23, -2.97, -4.61], [-1.87, -0.23, 0.92], [5.37, 2.43, 2.39], [-1.08, -1.13, 0.24], [3.67, 3.12, 3.41], [-1.66, -2.00, -0.78], [-2.99, -1.91, -2.90]],
  "homo_ev": -9.8,
  "e_tot_ev": -25735.284,
  "e_lumo_ev": 0.0,
  "smiles": "CC(C)C[C@H](NC(=O)CNC(=O)C1CCCC1)B(O)O",
  "orbital_gap_ev": 9.80,
  "mol_weight_g_mol": 284.16,
  "total_charge": 0,
  "largest_force_ev_per_a": 3.22
}

***

(5)
{
  "formula": "C13H25Cl3N11NiO2SSi",
  "method": "ωB97M-V/def2-TZVPD",
  "symbols": ["H", "H", "H", "N", "N", "H", "H", "Cl", "H", "H", "N", "C", "H", "H", "C", "H", "Cl", "H", "H", "C", "N", "C", "C", "Ni", "H", "S", "C", "N", "H", "N", "C", "H", "N", "H", "C", "H", "H", "H", "H", "C", "N", "N", "N", "H", "C", "H", "O", "C", "Cl", "O", "H", "C", "H", "N", "H", "C", "Si"],
  "positions_angstrom": [[3.87, -2.89, -4.00], [-1.46, 2.55, 2.27], [-3.28, 4.28, -0.46], [1.42, -1.62, -0.56], [3.08, -3.09, -3.42], [-1.96, 5.35, -0.89], [-3.04, 2.75, 1.52], [-0.33, -1.12, -3.56], [-2.66, 2.85, -2.18], [-1.51, 2.30, -4.01], [0.64, -2.88, 2.65], [1.83, -2.44, 4.82], [-0.39, 3.71, 0.30], [2.27, -3.04, 5.62], [2.80, -2.24, -2.41], [0.83, -0.92, 2.78], [-3.22, -0.20, -2.49], [-1.49, 4.67, 1.28], [2.60, -1.76, 4.44], [-0.92, 3.69, -2.67], [-0.84, 3.05, -3.83], [0.32, -3.95, 1.87], [1.34, -3.33, 3.75], [-0.54, -1.43, 0.19], [0.12, 1.07, 1.13], [-0.57, -3.90, 0.46], [2.31, -0.64, -0.32], [0.22, -1.60, 2.32], [2.15, -0.01, 0.55], [-0.48, 0.77, 0.36], [-1.86, 1.20, 0.68], [-0.01, 5.12, -1.52], [-1.98, 3.55, -1.89], [-2.45, 1.10, -0.23], [3.39, -0.45, -1.15], [0.82, -5.96, 2.27], [0.98, -3.24, -1.76], [0.02, 2.98, -4.33], [0.81, 4.70, -2.97], [1.67, -2.43, -1.57], [1.49, -4.61, 3.68], [0.85, -4.99, 2.53], [0.10, 4.49, -2.30], [-0.74, -1.46, 2.65], [-2.22, 4.31, -0.68], [2.45, -3.82, -3.68], [-2.88, 0.49, 2.75], [-1.44, 3.84, 0.57], [-2.47, -3.35, -2.57], [-2.20, -1.08, 1.30], [1.01, -1.85, 5.23], [-1.98, 2.60, 1.30], [-0.15, 1.22, -0.48], [3.63, -1.22, -2.20], [4.09, 0.36, -0.98], [-2.40, 0.13, 1.69], [-1.64, -1.59, -1.86]],
  "homo_ev": [-10.2, -10.9],
  "e_tot_ev": -131697.287,
  "e_lumo_ev": [-2.7, -2.7],
  "multiplicity": 3,
  "orbital_gap_ev": [7.49, 8.25],
  "mol_weight_g_mol": 592.62,
  "total_charge": 1,
  "largest_force_ev_per_a": 1.76
}